Entry 1
This record from the Open Molecules 2025 dataset describes one molecule with the formula CH2ClNO2S. The level of theory is wB97M-V/def2-TZVPD.

Calculated values
SMILES   NC(=O)OSCl
HOMO-LUMO gap   0.348 hartree

Each line ends with the natural charge from an NBO analysis.
Geometry (Å):
N  0.316  0.223  -0.119  -0.8211
C  1.494  0.407  0.513  0.8805
O  2.289  -0.430  0.819  -0.5890
O  1.452  1.707  0.837  -0.6845
S  2.720  2.641  1.340  0.5835
Cl  3.296  3.179  -0.486  -0.1603
H  -0.225  1.003  -0.347  0.3916
H  -0.126  -0.582  -0.413  0.3992

***

Entry 2
This record from the Open Molecules 2025 dataset describes CH2ClNO2S as an isolated structure. The level of theory is wB97M-V/def2-TZVPD.

Calculated values
HOMO-LUMO gap   0.392 hartree

Each line ends with the natural charge from an NBO analysis.
Geometry (Å):
C  -0.149  1.730  2.591  0.1716
N  0.372  1.658  1.581  -0.3861
O  1.736  -0.488  -0.557  -0.8594
O  -0.527  0.206  -0.721  -0.8872
S  0.828  0.608  -0.466  1.7089
Cl  -0.331  -2.923  -3.460  -0.2897
H  -0.811  1.793  3.463  0.2527
H  -1.119  -2.583  -2.430  0.2893

***

The energy of each structure relative to the most stable one, in eV, is as follows: entry 1 0.000; entry 2 1.291.

***

Entry 1
This record from the Open Molecules 2025 dataset describes C36H42AsBiN2O6S7 as an isolated structure. The level of theory is wB97M-V/def2-TZVPD.

Calculated values
Total charge   -2
HOMO-LUMO gap   0.181 hartree

Each line ends with the Mulliken charge.
Geometry (Å):
Bi  1.013  -1.735  -0.451  2.0010
O  2.850  -1.968  4.308  -0.6582
C  3.340  -0.713  4.371  0.1142
C  3.741  -0.218  5.612  -0.6943
C  4.207  1.081  5.727  -0.2835
C  4.285  1.903  4.607  -0.8054
C  3.914  1.398  3.368  -0.4715
C  3.452  0.094  3.226  0.4927
C  3.065  -0.474  1.886  0.8233
O  2.236  -1.463  1.911  -1.1749
N  3.633  0.102  0.856  -0.8657
N  3.304  -0.501  -0.352  0.3404
C  3.777  0.083  -1.383  -0.6544
C  3.591  -0.368  -2.760  0.7829
C  4.231  0.366  -3.769  -0.4202
C  4.101  0.055  -5.108  -0.7023
C  3.296  -1.041  -5.461  -0.3848
C  2.668  -1.796  -4.498  -0.4643
C  2.795  -1.497  -3.116  0.0548
O  2.212  -2.282  -2.266  -0.8846
H  2.482  -2.059  3.383  0.3915
H  3.672  -0.872  6.473  0.4070
H  4.497  1.460  6.701  0.3553
H  4.639  2.923  4.698  0.3738
H  3.988  2.002  2.472  0.4280
H  4.371  0.989  -1.232  0.2451
H  4.847  1.212  -3.470  0.3353
H  4.614  0.638  -5.863  0.3667
H  3.163  -1.294  -6.509  0.3861
H  2.039  -2.645  -4.749  0.4852
O  -1.238  -1.501  1.210  -0.3103
S  -2.188  -2.662  1.405  0.4082
C  -3.535  -2.028  2.529  -1.1820
C  -3.064  -0.814  3.321  -0.8230
C  -3.200  0.475  2.507  0.2922
C  -2.323  1.631  2.993  -0.8795
S  -1.437  2.484  1.663  -0.1202
O  -0.616  1.480  0.923  -0.1379
C  -2.876  2.834  0.665  1.1988
C  -3.574  4.002  0.953  -0.9481
C  -4.678  4.375  0.210  -0.6981
C  -5.073  3.563  -0.854  -0.4416
C  -4.371  2.416  -1.166  -0.7163
C  -3.247  2.033  -0.424  0.1706
C  -1.439  -3.651  2.707  0.7845
C  -1.967  -4.906  2.983  -0.3745
C  -1.386  -5.673  3.983  -0.6679
C  -0.285  -5.187  4.683  -0.4878
C  0.246  -3.940  4.379  -0.7115
C  -0.330  -3.165  3.377  -0.7160
H  -3.788  -2.870  3.169  0.5376
H  -4.392  -1.788  1.892  0.5271
H  -2.018  -0.969  3.600  0.1306
H  -3.638  -0.728  4.247  0.5913
H  -4.248  0.783  2.508  0.4163
H  -2.935  0.237  1.482  -0.1747
H  -1.532  1.292  3.668  0.5838
H  -2.883  2.429  3.491  0.4870
H  -3.235  4.620  1.781  0.4049
H  -5.215  5.287  0.440  0.3751
H  -5.933  3.836  -1.453  0.3705
H  -4.652  1.786  -2.004  0.4666
H  -1.739  0.834  -0.375  -0.0302
H  -2.784  -5.293  2.382  0.4129
H  -1.773  -6.664  4.194  0.3636
H  0.180  -5.798  5.450  0.3787
H  1.126  -3.574  4.897  0.5294
H  0.101  -2.212  3.082  0.5137
S  -1.912  -5.662  -0.659  -0.6043
As  -0.262  -4.614  -1.514  0.2727
S  1.246  -4.141  0.124  -0.6024
S  -0.899  -2.555  -2.084  -0.4791
S  0.612  -5.701  -3.092  -0.5953
C  -1.519  0.997  -6.550  -1.4501
C  -0.464  0.761  -5.467  0.0935
C  -1.011  1.057  -4.077  -1.0428
S  0.227  0.920  -2.773  0.2360
O  -2.615  0.923  -0.817  -0.3478
C  1.245  2.404  -3.027  -0.5334
C  1.104  3.410  -1.885  -0.1026
C  -0.209  4.186  -1.954  -0.9164
H  -1.122  0.788  -7.546  0.4048
H  -1.869  2.033  -6.534  0.3158
H  -2.386  0.348  -6.391  0.3038
H  0.412  1.385  -5.660  0.2654
H  -0.124  -0.276  -5.489  0.1920
H  -1.758  0.309  -3.797  0.4418
H  -1.480  2.045  -4.032  0.3870
H  0.954  2.853  -3.981  0.5225
H  2.271  2.055  -3.118  -0.2869
H  1.950  4.107  -1.917  0.4085
H  1.163  2.869  -0.937  0.0501
H  -0.261  4.779  -2.876  0.3512
H  -0.324  4.868  -1.105  0.3862
H  -1.056  3.495  -1.948  -0.1133

***

Entry 2
This record from the Open Molecules 2025 dataset describes C36H42AsBiN2O6S7 as an isolated structure. The level of theory is wB97M-V/def2-TZVPD.

Calculated values
Total charge   -2
HOMO-LUMO gap   0.208 hartree

Each line ends with the Mulliken charge.
Geometry (Å):
Bi  -0.216  0.694  -1.092  1.4126
O  -3.291  0.500  -6.115  -0.6915
C  -3.158  1.809  -5.825  0.4062
C  -3.745  2.740  -6.681  -0.6872
C  -3.665  4.093  -6.399  -0.2474
C  -3.005  4.543  -5.262  -0.9024
C  -2.399  3.623  -4.422  -0.4919
C  -2.448  2.259  -4.699  0.0507
C  -1.765  1.324  -3.764  0.8263
O  -0.849  1.813  -3.017  -0.0217
N  -2.165  0.076  -3.792  -0.7501
N  -1.518  -0.721  -2.858  0.1578
C  -1.907  -1.940  -2.860  -0.7408
C  -1.411  -3.025  -2.040  0.7147
C  -1.944  -4.294  -2.295  -0.6156
C  -1.513  -5.430  -1.640  -0.9117
C  -0.484  -5.295  -0.700  -0.2616
C  0.059  -4.065  -0.419  -0.5945
C  -0.400  -2.864  -1.041  -0.1116
O  0.098  -1.739  -0.700  -0.2853
H  -2.904  0.011  -5.334  0.5346
H  -4.273  2.372  -7.552  0.3953
H  -4.138  4.803  -7.069  0.3462
H  -2.976  5.597  -5.020  0.3970
H  -1.901  3.937  -3.513  0.3813
H  -2.683  -2.209  -3.582  0.1897
H  -2.723  -4.374  -3.048  0.3367
H  -1.947  -6.397  -1.858  0.3585
H  -0.107  -6.173  -0.185  0.3856
H  0.861  -3.956  0.304  0.3371
O  5.069  0.478  -2.697  -0.6176
S  5.420  1.701  -1.922  0.1703
C  5.072  1.336  -0.177  0.1800
C  5.808  0.058  0.246  -1.0922
C  4.830  -1.076  0.569  -0.6199
C  4.069  -0.797  1.873  -0.9353
S  2.262  -0.831  1.617  0.7600
O  2.053  0.251  0.611  -0.3378
C  1.860  -0.128  3.218  0.2860
C  1.163  1.069  3.238  -0.2132
C  0.743  1.581  4.458  -0.5008
C  1.033  0.907  5.637  -0.5450
C  1.735  -0.292  5.604  -0.5431
C  2.142  -0.822  4.387  -0.6732
C  4.106  2.894  -2.126  0.3804
C  4.316  4.194  -1.692  -0.4491
C  3.270  5.104  -1.758  -0.5137
C  2.042  4.712  -2.272  -0.5714
C  1.855  3.418  -2.740  -0.7308
C  2.894  2.499  -2.669  -0.3474
H  3.990  1.243  -0.054  -0.3816
H  5.407  2.225  0.363  0.4393
H  6.423  0.260  1.128  0.3578
H  6.490  -0.263  -0.545  0.5266
H  5.370  -2.021  0.648  0.5443
H  4.134  -1.177  -0.267  0.2550
H  4.298  0.196  2.264  0.4541
H  4.294  -1.529  2.651  0.5560
H  0.903  1.568  2.310  0.2520
H  0.149  2.486  4.461  0.4274
H  0.693  1.305  6.585  0.3729
H  1.948  -0.828  6.522  0.3794
H  2.645  -1.782  4.358  0.3414
H  5.280  4.487  -1.290  0.3857
H  3.408  6.113  -1.391  0.3585
H  1.211  5.404  -2.285  0.4175
H  0.891  3.108  -3.124  0.7441
H  2.776  1.477  -3.007  0.5540
S  -3.122  4.491  -0.407  -0.5615
As  -2.107  3.006  0.680  0.2961
S  0.059  3.022  0.258  -0.5554
S  -2.578  0.980  -0.289  -0.6265
S  -2.488  2.867  2.756  -0.6139
C  -4.903  -2.522  2.110  -1.2170
C  -4.509  -1.048  2.131  -0.1303
C  -3.129  -0.771  2.713  0.0833
S  -1.803  -1.497  1.715  0.4106
O  -0.594  -0.649  1.955  -0.2216
C  -1.459  -2.990  2.695  -0.5829
C  -0.952  -2.700  4.099  0.3562
C  -0.173  -3.876  4.679  -1.6281
H  -5.933  -2.648  1.770  0.4434
H  -4.822  -2.970  3.106  0.2551
H  -4.267  -3.094  1.431  0.2220
H  -5.233  -0.479  2.721  0.4478
H  -4.545  -0.640  1.119  0.0836
H  -3.044  -1.105  3.748  0.5030
H  -2.897  0.299  2.680  -0.7283
H  -0.688  -3.491  2.106  0.0161
H  -2.349  -3.623  2.679  0.5593
H  -1.781  -2.450  4.764  0.2853
H  -0.311  -1.818  4.050  -0.2000
H  -0.790  -4.775  4.745  0.4169
H  0.199  -3.647  5.681  0.4098
H  0.688  -4.114  4.050  0.2895

***

The energy of each structure relative to the most stable one, in eV, is as follows: entry 1 0.000; entry 2 0.186.

***

Entry 1
This record from the Open Molecules 2025 dataset describes a 2-piece molecular cluster, C4H14NO2 overall. The level of theory is wB97M-V/def2-TZVPD.

Calculated values
HOMO-LUMO gap (alpha / beta)   0.129 / 0.429 hartree
Spin multiplicity   2
<S²>   0.75

Each line ends with the Löwdin spin population.
Geometry (Å):
C  1.102  1.964  0.073  0.0517
O  2.414  1.716  0.425  0.0498
C  0.252  0.705  -0.232  0.0687
C  -1.170  0.900  -0.119  0.0330
C  -2.018  -0.347  -0.083  0.0749
N  0.734  -0.369  0.654  0.1343
H  1.064  2.531  -0.980  0.0107
H  0.639  2.528  0.889  0.0092
H  3.042  1.446  -0.265  0.0202
H  0.561  0.279  -1.153  0.0225
H  -1.611  1.638  -0.792  0.0023
H  -1.487  1.339  0.886  0.0156
H  -3.068  -0.297  -0.269  0.0050
H  -2.028  -0.797  0.944  0.0552
H  -1.648  -1.086  -0.865  0.0131
H  0.140  -0.573  1.556  0.1705
H  0.710  -1.324  0.157  0.0384
H  1.580  0.061  0.904  0.0397
H  0.473  -3.632  -1.244  0.0259
H  -0.203  -3.575  0.014  0.0526
O  0.523  -3.108  -0.499  0.1067

***

Entry 2
This record from the Open Molecules 2025 dataset describes a 2-piece molecular cluster, C4H14NO2 overall. The level of theory is wB97M-V/def2-TZVPD.

Calculated values
HOMO-LUMO gap (alpha / beta)   0.124 / 0.401 hartree
Spin multiplicity   2
<S²>   0.75

Each line ends with the Löwdin spin population.
Geometry (Å):
C  -0.084  0.299  -2.705  0.0493
C  -0.085  0.835  -1.287  0.1048
C  -0.373  -0.058  -0.122  0.0387
C  0.328  -1.472  -0.147  0.0403
O  -0.058  0.606  1.084  0.0510
N  1.423  1.412  -0.988  0.1984
H  -0.911  -0.391  -2.897  0.0049
H  0.826  -0.251  -2.951  0.0156
H  -0.177  1.142  -3.390  0.0195
H  -0.638  1.762  -1.152  0.0363
H  -1.452  -0.291  -0.062  0.0068
H  0.305  -2.038  -1.071  0.0023
H  -0.366  -1.922  0.586  0.0048
H  1.243  -1.521  0.441  0.0147
H  -0.479  0.118  1.798  0.0039
H  1.289  1.861  -0.070  0.0917
H  1.714  2.185  -1.638  0.1866
H  2.081  0.625  -0.847  0.1194
H  -1.878  -1.910  3.703  0.0011
H  -0.872  -0.972  4.264  0.0014
O  -1.141  -1.354  3.427  0.0085

***

The energy of each structure relative to the most stable one, in eV, is as follows: entry 1 0.919; entry 2 0.000.

***

Entry 1
This record from the Open Molecules 2025 dataset describes C5H8FNO2 as an isolated structure. The level of theory is wB97M-V/def2-TZVPD.

Calculated values
HOMO-LUMO gap   0.378 hartree

Each line ends with the natural charge from an NBO analysis.
Geometry (Å):
C  0.453  0.280  0.121  0.0362
C  -0.322  0.156  -1.168  -0.4299
C  -0.636  -1.242  -0.718  0.2151
C  -0.311  -1.001  0.613  -0.4311
C  0.159  1.538  0.926  0.7770
H  2.308  0.525  0.554  0.3844
H  2.041  -0.788  -0.309  0.3553
H  -1.101  0.750  -1.212  0.2029
H  0.280  0.326  -1.965  0.2324
H  -0.116  -1.992  -1.263  0.1815
H  -1.035  -0.805  1.077  0.1977
H  0.079  -1.871  1.209  0.2164
H  -1.712  1.542  0.774  0.4805
N  1.837  0.099  -0.105  -0.8033
O  -1.052  1.886  1.176  -0.6268
O  1.115  2.303  1.323  -0.5922
F  -1.987  -1.703  -1.033  -0.3960

***

Entry 2
This record from the Open Molecules 2025 dataset describes one molecule with the formula C5H8FNO2. The level of theory is wB97M-V/def2-TZVPD.

Calculated values
SMILES   CN1CCO[C@@H](F)C1=O
HOMO-LUMO gap   0.379 hartree

Each line ends with the natural charge from an NBO analysis.
Geometry (Å):
C  -0.542  1.691  -1.086  -0.4312
N  0.005  0.425  -0.606  -0.4273
C  -0.901  -0.664  -0.413  -0.2722
C  -0.819  -0.736  1.113  -0.0729
O  0.453  -1.202  1.577  -0.5195
C  1.501  -0.998  0.663  0.3842
F  1.555  -2.036  -0.241  -0.3614
C  1.170  0.389  -0.026  0.6194
O  2.003  1.216  -0.089  -0.5965
H  -1.322  2.002  -0.362  0.1982
H  0.243  2.495  -1.163  0.2528
H  -0.852  1.461  -2.131  0.2115
H  -0.547  -1.669  -0.816  0.2400
H  -1.860  -0.365  -0.742  0.2229
H  -0.880  0.349  1.524  0.1696
H  -1.645  -1.353  1.618  0.2020
H  2.442  -1.005  1.177  0.1804

***

The energy of each structure relative to the most stable one, in eV, is as follows: entry 1 2.755; entry 2 0.000.

***

Entry 1
This record from the Open Molecules 2025 dataset describes C2HNO2S as an isolated structure. The level of theory is wB97M-V/def2-TZVPD.

Calculated values
HOMO-LUMO gap (alpha / beta)   0.314 / 0.254 hartree

Each line ends with the natural charge from an NBO analysis.
Geometry (Å):
C  -1.683  -0.685  -1.911  0.4246
C  -1.997  -1.934  -1.671  0.3685
N  0.232  -0.350  0.621  -0.8250
O  -1.289  0.382  -2.219  -0.4413
O  -2.602  -2.933  -1.620  -0.4253
S  -0.803  -1.411  0.133  0.5335
H  0.355  0.412  -0.096  0.3649

***

Entry 2
This record from the Open Molecules 2025 dataset describes a 2-piece molecular cluster, C2HNO2S overall. The level of theory is wB97M-V/def2-TZVPD.

Calculated values
SMILES   O=S1#CO1.C#N
HOMO-LUMO gap   0.319 hartree

Each line ends with the natural charge from an NBO analysis.
Geometry (Å):
O  0.470  -1.201  -0.944  -0.8760
S  1.362  -0.260  -1.548  1.1326
C  1.163  1.325  -0.587  0.2616
O  0.414  1.367  -1.562  -0.5352
C  -1.153  -0.400  1.602  0.1166
N  -0.557  0.368  1.014  -0.3283
H  -1.698  -1.198  2.024  0.2287

***

Entry 3
This record from the Open Molecules 2025 dataset describes a 2-piece molecular cluster, C2HNO2S overall. The level of theory is wB97M-V/def2-TZVPD.

Calculated values
SMILES   N=C=S.O=C=O
HOMO-LUMO gap   0.364 hartree

Each line ends with the natural charge from an NBO analysis.
Geometry (Å):
N  -0.517  -0.077  -0.607  -0.6772
C  -1.626  0.240  -0.295  0.1903
S  -2.938  1.036  -0.325  0.0555
H  0.183  -0.756  -0.086  0.4321
O  -0.073  0.664  -3.990  -0.5072
C  -0.060  1.660  -3.430  1.0238
O  -0.158  2.628  -2.804  -0.5173

***

The energy of each structure relative to the most stable one, in eV, is as follows: entry 1 4.675; entry 2 4.958; entry 3 0.000.